DFT (ωB97M-V with the def2-TZVPD basis set) results for the molecule C2H3ClN4O2 in a non-equilibrium geometry.

**Energy relative to the best compared isomer or geometry (same formula, charge and spin)**: 1.8529 eV
**SMILES**: O=[N+]([O-])[C@@H]1NN=CN1Cl
**Calculated total energy**: -907.518761 Eh
**Multiplicity**: 1
**Max |F|**: 4.71 eV/Å
**Kohn-Sham gap**: 8.804 eV

Positions of all 12 atoms, in Å:
O1 2.56 -0.88 -0.51
N1 1.35 -0.90 -0.42
O2 0.64 -1.90 -0.61
C1 0.60 0.42 -0.05
N2 0.18 0.32 1.39
N3 -1.22 0.07 1.43
C2 -1.66 0.21 0.26
N4 -0.69 0.43 -0.66
Cl1 -0.82 1.24 -2.24
H1 1.18 1.21 -0.32
H2 0.56 -0.45 1.89
H3 -2.67 0.22 -0.15

---

DFT (ωB97M-V with the def2-TZVPD basis set) results for a cluster of 12 separate species, C72H170O38P2 in total in a non-equilibrium geometry.

**SMILES**: CCOP(=O)(OCC)OCC.CCOP(=O)(OCC)OCC.COCCOCCOC.COCCOCCOC.COCCOCCOC.COCCOCCOC.COCCOCCOC.COCCOCCOC.COCCOCCOC.COCCOCCOC.COCCOCCOC.COCCOCCOC
**Calculated total energy**: -6386.433666 Eh
**Multiplicity**: 1
**Max |F|**: 4.33 eV/Å
**Kohn-Sham gap**: 9.657 eV

Positions of all 282 atoms, in Å:
C1 1.97 -0.57 -0.97
C2 1.02 -1.74 -1.14
O1 -0.29 -1.28 -0.96
P1 -1.47 -1.56 -2.08
O2 -1.13 -1.11 -3.46
O3 -1.63 -3.16 -1.99
C3 -1.91 -3.76 -0.75
C4 -1.80 -5.34 -0.86
O4 -2.78 -0.87 -1.43
C5 -4.01 -0.82 -2.10
C6 -5.19 -0.62 -1.14
H1 1.86 0.32 -1.59
H2 2.01 -0.21 0.06
H3 2.91 -1.10 -1.09
H4 1.15 -2.15 -2.14
H5 1.25 -2.49 -0.39
H6 -1.27 -3.37 0.04
H7 -2.92 -3.63 -0.35
H8 -0.86 -5.67 -1.30
H9 -1.90 -5.71 0.16
H10 -2.59 -5.77 -1.48
H11 -4.05 0.08 -2.71
H12 -4.21 -1.63 -2.81
H13 -5.43 -1.55 -0.63
H14 -5.13 0.14 -0.35
H15 -6.10 -0.34 -1.67
C7 14.12 8.21 4.06
C8 13.28 6.92 4.34
O5 11.99 6.99 3.77
P2 10.70 7.52 4.64
O6 10.90 8.86 5.37
O7 10.48 6.29 5.64
C9 9.38 6.35 6.57
C10 8.92 4.95 6.80
O8 9.40 7.42 3.66
C11 9.19 6.30 2.91
C12 7.86 6.32 2.22
H16 14.22 8.48 3.01
H17 13.73 9.09 4.58
H18 15.12 8.06 4.47
H19 13.75 6.02 3.95
H20 13.13 6.82 5.41
H21 9.57 6.98 7.44
H22 8.55 6.79 6.03
H23 8.61 4.50 5.86
H24 9.71 4.29 7.18
H25 8.18 4.87 7.59
H26 10.01 6.29 2.18
H27 9.37 5.48 3.61
H28 7.19 6.32 3.09
H29 7.86 7.17 1.54
H30 7.67 5.44 1.61
C13 1.98 5.39 10.02
O9 1.22 4.22 9.76
C14 0.70 4.15 8.42
C15 1.69 3.77 7.29
O10 2.36 2.50 7.53
C16 1.54 1.33 7.68
C17 0.73 0.97 6.46
O11 -0.34 1.99 6.21
C18 -0.96 1.85 4.95
H31 2.94 5.49 9.50
H32 2.29 5.41 11.06
H33 1.38 6.27 9.79
H34 0.26 5.13 8.24
H35 -0.10 3.43 8.59
H36 2.42 4.57 7.22
H37 1.22 3.83 6.30
H38 0.90 1.42 8.55
H39 2.19 0.48 7.86
H40 0.37 -0.04 6.63
H41 1.30 0.98 5.53
H42 -1.93 2.36 5.02
H43 -0.98 0.81 4.63
H44 -0.45 2.34 4.11
C19 -3.65 -0.97 -13.87
O12 -2.81 -2.03 -13.45
C20 -1.89 -2.33 -14.49
C21 -1.06 -3.63 -14.03
O13 -0.11 -3.23 -13.06
C22 -0.63 -2.93 -11.73
C23 0.28 -3.11 -10.60
O14 0.86 -4.43 -10.47
C24 -0.10 -5.51 -10.44
H45 -4.31 -1.27 -14.68
H46 -3.02 -0.10 -14.07
H47 -4.28 -0.67 -13.04
H48 -1.14 -1.55 -14.58
H49 -2.35 -2.49 -15.47
H50 -0.64 -4.17 -14.88
H51 -1.81 -4.32 -13.66
H52 -1.58 -3.44 -11.56
H53 -0.99 -1.90 -11.72
H54 -0.24 -2.80 -9.69
H55 1.01 -2.31 -10.75
H56 -0.81 -5.53 -11.26
H57 -0.63 -5.51 -9.49
H58 0.46 -6.45 -10.52
C25 -1.60 -12.63 3.99
O15 -1.41 -12.60 5.44
C26 -2.44 -13.33 6.16
C27 -2.43 -13.15 7.70
O16 -3.26 -14.01 8.48
C28 -4.66 -13.86 8.31
C29 -5.31 -12.75 9.16
O17 -4.79 -11.46 8.80
C30 -5.29 -10.41 9.61
H59 -2.57 -12.23 3.71
H60 -1.44 -13.60 3.51
H61 -0.96 -11.92 3.46
H62 -2.42 -14.36 5.81
H63 -3.37 -12.89 5.82
H64 -2.63 -12.12 8.01
H65 -1.41 -13.32 8.06
H66 -4.95 -14.84 8.69
H67 -4.94 -13.84 7.26
H68 -5.25 -13.05 10.20
H69 -6.37 -12.78 8.91
H70 -4.89 -9.49 9.19
H71 -5.06 -10.44 10.68
H72 -6.36 -10.44 9.43
C31 -16.57 -1.01 -2.38
O18 -15.20 -0.91 -2.60
C32 -14.99 -0.15 -3.81
C33 -13.45 0.01 -4.07
O19 -12.74 -1.20 -4.34
C34 -12.90 -2.30 -3.47
C35 -11.67 -3.26 -3.51
O20 -12.00 -4.57 -3.01
C36 -10.80 -5.42 -2.87
H73 -16.65 -1.84 -1.68
H74 -17.09 -1.37 -3.26
H75 -17.00 -0.15 -1.86
H76 -15.42 0.83 -3.59
H77 -15.47 -0.69 -4.62
H78 -12.98 0.58 -3.28
H79 -13.29 0.54 -5.01
H80 -13.79 -2.85 -3.76
H81 -13.01 -2.02 -2.42
H82 -10.87 -2.83 -2.90
H83 -11.23 -3.30 -4.50
H84 -10.06 -4.94 -2.22
H85 -10.32 -5.46 -3.85
H86 -11.01 -6.38 -2.42
C37 -5.39 -0.53 -8.70
O21 -6.65 0.14 -8.90
C38 -7.77 -0.47 -8.30
C39 -8.32 -1.80 -8.94
O22 -7.46 -2.90 -8.54
C40 -7.88 -4.14 -9.16
C41 -6.64 -5.06 -9.22
O23 -6.08 -5.56 -8.02
C42 -5.62 -4.60 -7.03
H87 -5.48 -1.51 -9.17
H88 -5.20 -0.67 -7.64
H89 -4.53 -0.03 -9.15
H90 -8.56 0.28 -8.41
H91 -7.72 -0.57 -7.21
H92 -8.20 -1.61 -10.01
H93 -9.37 -1.93 -8.68
H94 -8.20 -3.95 -10.18
H95 -8.72 -4.58 -8.63
H96 -5.81 -4.56 -9.72
H97 -6.92 -5.94 -9.80
H98 -5.09 -5.12 -6.23
H99 -6.47 -4.15 -6.51
H100 -4.93 -3.81 -7.34
C43 -2.58 10.25 6.73
O24 -3.92 10.55 6.60
C44 -4.34 11.10 5.35
C45 -5.86 11.28 5.26
O25 -6.66 10.10 4.95
C46 -6.76 9.14 6.02
C47 -8.02 8.18 5.77
O26 -7.69 7.10 4.95
C48 -8.78 6.12 4.80
H101 -2.37 9.84 7.72
H102 -1.99 11.15 6.54
H103 -2.29 9.51 5.98
H104 -4.01 10.54 4.48
H105 -3.92 12.10 5.26
H106 -5.96 11.94 4.39
H107 -6.26 11.84 6.11
H108 -6.94 9.64 6.97
H109 -5.90 8.57 6.36
H110 -8.72 8.78 5.19
H111 -8.57 7.93 6.68
H112 -9.61 6.72 4.40
H113 -9.17 5.72 5.74
H114 -8.42 5.31 4.16
C49 0.94 -8.43 9.07
O27 0.62 -7.49 8.00
C50 0.80 -7.93 6.67
C51 0.26 -6.98 5.69
O28 -1.06 -6.37 5.93
C52 -2.02 -7.37 5.99
C53 -3.42 -6.77 5.99
O29 -3.66 -5.96 4.82
C54 -4.86 -5.20 4.85
H115 1.92 -8.88 8.92
H116 0.18 -9.17 9.33
H117 1.12 -7.86 9.98
H118 0.29 -8.89 6.58
H119 1.84 -8.15 6.46
H120 0.38 -7.45 4.71
H121 0.89 -6.09 5.66
H122 -1.95 -7.98 6.89
H123 -1.83 -8.13 5.23
H124 -3.55 -6.25 6.93
H125 -4.09 -7.63 6.06
H126 -4.62 -4.31 5.42
H127 -5.68 -5.78 5.26
H128 -5.22 -5.00 3.84
C55 13.71 6.35 -3.88
O30 12.54 6.34 -4.64
C56 11.36 6.17 -3.85
C57 10.16 5.72 -4.73
O31 10.41 4.38 -5.23
C58 9.30 3.90 -6.02
C59 9.44 2.35 -6.22
O32 9.38 1.59 -4.97
C60 9.37 0.19 -5.15
H129 14.53 6.34 -4.59
H130 13.78 5.53 -3.17
H131 13.73 7.30 -3.34
H132 11.21 7.03 -3.19
H133 11.58 5.48 -3.04
H134 10.01 6.41 -5.57
H135 9.27 5.70 -4.10
H136 9.40 4.40 -6.99
H137 8.31 4.18 -5.65
H138 10.41 2.21 -6.70
H139 8.71 1.91 -6.90
H140 9.09 -0.27 -4.20
H141 10.34 -0.25 -5.38
H142 8.67 -0.28 -5.84
C61 -1.59 7.65 -0.10
O33 -0.64 7.14 -1.09
C62 0.49 7.95 -1.28
C63 1.21 7.63 -2.57
O34 2.04 8.72 -2.98
C64 2.96 8.27 -3.97
C65 3.85 9.45 -4.36
O35 4.80 9.70 -3.36
C66 5.52 10.83 -3.67
H143 -2.42 6.96 0.05
H144 -1.99 8.64 -0.34
H145 -1.12 7.79 0.87
H146 1.09 7.85 -0.37
H147 0.07 8.96 -1.24
H148 0.47 7.40 -3.34
H149 1.83 6.75 -2.40
H150 2.45 7.99 -4.90
H151 3.54 7.47 -3.51
H152 3.32 10.34 -4.69
H153 4.41 9.22 -5.26
H154 5.00 11.65 -4.17
H155 6.37 10.63 -4.32
H156 6.04 11.16 -2.78
C67 7.23 -4.84 -0.78
O36 7.39 -3.97 0.32
C68 8.08 -4.52 1.48
C69 8.42 -3.37 2.42
O37 9.28 -2.52 1.74
C70 9.85 -1.56 2.58
C71 10.88 -0.59 1.90
O38 10.52 0.45 1.08
C72 9.58 0.02 0.02
H157 8.14 -5.41 -1.01
H158 6.77 -4.31 -1.62
H159 6.47 -5.53 -0.41
H160 9.04 -4.94 1.19
H161 7.55 -5.28 2.07
H162 8.90 -3.78 3.30
H163 7.55 -2.82 2.78
H164 10.52 -2.13 3.23
H165 9.22 -0.96 3.24
H166 11.54 -1.21 1.28
H167 11.59 -0.17 2.61
H168 9.91 -0.97 -0.28
H169 9.63 0.71 -0.82
H170 8.56 0.03 0.40

---

DFT (ωB97M-V with the def2-TZVPD basis set) results for the molecule C14H10N4O2S in a non-equilibrium geometry.

**Energy relative to the best compared isomer or geometry (same formula, charge and spin)**: 0.0000 eV
**SMILES**: c1coc(-c2nnc(SCc3nc4ccccc4[nH]3)o2)c1
**Calculated total energy**: -1307.175723 Eh
**Multiplicity**: 1
**Max |F|**: 1.83 eV/Å
**Kohn-Sham gap**: 8.779 eV

Positions of all 31 atoms, in Å:
C1 -2.99 -1.37 -0.98
C2 -3.08 -2.18 0.12
O1 -1.87 -2.52 0.57
C3 -0.97 -1.92 -0.23
C4 0.43 -2.07 0.02
N1 1.03 -2.80 0.92
N2 2.34 -2.56 0.82
C5 2.50 -1.70 -0.13
S1 3.95 -0.90 -0.66
C6 3.77 0.60 0.41
C7 2.36 1.02 0.43
N3 1.53 0.74 1.40
C8 0.30 1.17 0.98
C9 -0.94 1.08 1.59
C10 -2.03 1.56 0.90
C11 -1.91 2.12 -0.37
C12 -0.68 2.22 -1.00
C13 0.42 1.73 -0.32
N4 1.75 1.63 -0.63
O2 1.32 -1.35 -0.70
C14 -1.61 -1.20 -1.21
H1 -3.79 -0.96 -1.54
H2 -3.93 -2.57 0.65
H3 4.10 0.33 1.42
H4 4.43 1.35 -0.03
H5 -1.03 0.64 2.57
H6 -3.02 1.50 1.35
H7 -2.79 2.49 -0.87
H8 -0.59 2.65 -1.99
H9 2.19 1.90 -1.50
H10 -1.15 -0.63 -1.99

---

DFT (ωB97M-V with the def2-TZVPD basis set) results for the molecule C3H6N2S2 in a non-equilibrium geometry.

**Energy relative to the best compared isomer or geometry (same formula, charge and spin)**: 1.8191 eV
**SMILES**: CN(C=S)/C=N/S
**Calculated total energy**: -1023.736084 Eh
**Multiplicity**: 1
**Max |F|**: 5.44 eV/Å
**Kohn-Sham gap**: 8.346 eV

Positions of all 13 atoms, in Å:
C1 1.29 -0.46 -1.29
N1 0.12 0.17 -0.56
C2 -0.35 1.39 -0.76
S1 0.03 2.50 -1.87
C3 -0.36 -0.66 0.46
N2 -0.86 -0.06 1.54
S2 -1.59 -1.03 2.80
H1 2.23 0.05 -1.08
H2 0.99 -0.44 -2.35
H3 1.27 -1.50 -0.96
H4 -1.01 1.66 0.02
H5 0.04 -1.64 0.48
H6 -1.81 0.03 3.56

---

DFT (ωB97M-V with the def2-TZVPD basis set) results for a structure of composition C19H16N4O2ReS3 in a non-equilibrium geometry.

**Energy relative to the best compared isomer or geometry (same formula, charge and spin)**: 0.8506 eV
**Calculated total energy**: -2375.512174 Eh
**Multiplicity**: 2
**Charge**: +2
**<S²>**: 0.766
**Max |F|**: 1.03 eV/Å
**Kohn-Sham gap (alpha / beta)**: 6.820 / 7.173 eV

Positions of all 45 atoms, in Å:
Re1 -0.19 0.07 -1.02
O1 -3.68 1.26 -2.60
C1 -2.79 1.10 -1.84
O2 -1.63 0.39 -2.20
C2 -2.69 1.63 -0.47
C3 -3.70 2.37 0.10
C4 -3.49 2.91 1.36
C5 -2.27 2.70 1.97
C6 -1.30 1.92 1.35
N1 -1.52 1.37 0.15
H1 -4.61 2.52 -0.46
H2 -4.26 3.50 1.84
H3 -2.04 3.13 2.94
H4 -0.34 1.73 1.80
S1 1.94 0.33 -0.35
C7 2.43 0.62 1.33
C8 3.80 0.70 1.51
C9 4.28 0.89 2.80
C10 3.37 1.00 3.83
C11 2.01 0.90 3.54
N2 1.53 0.71 2.31
H5 4.48 0.61 0.67
H6 5.34 0.95 2.99
H7 3.69 1.17 4.85
H8 1.28 0.98 4.33
C12 -1.27 -1.41 2.05
C13 -1.03 -2.25 0.84
N3 -0.54 -1.82 -0.32
C14 -0.37 -2.86 -1.25
C15 -0.75 -4.06 -0.78
S2 -1.31 -3.91 0.83
C16 0.22 -2.47 -2.52
C17 0.51 -3.16 -3.63
S3 1.21 -2.12 -4.79
C18 1.08 -0.80 -3.75
N4 0.56 -1.12 -2.58
C19 1.52 0.58 -4.13
H9 -0.74 -0.47 1.96
H10 -0.91 -1.92 2.94
H11 -2.34 -1.24 2.18
H12 -0.73 -5.01 -1.28
H13 0.35 -4.21 -3.84
H14 1.86 0.61 -5.16
H15 2.35 0.90 -3.49
H16 0.69 1.28 -4.02

---

DFT (ωB97M-V with the def2-TZVPD basis set) results for a cluster of 8 separate species, C6H29NO8 in total in a non-equilibrium geometry.

**Energy relative to the best compared isomer or geometry (same formula, charge and spin)**: 2.1392 eV
**SMILES**: CC(C)NCCCO.O.O.O.O.O.O.O
**Calculated total energy**: -902.650333 Eh
**Multiplicity**: 1
**Max |F|**: 2.76 eV/Å
**Kohn-Sham gap**: 9.473 eV

Positions of all 44 atoms, in Å:
C1 0.83 -0.61 -2.02
C2 1.56 0.22 -0.93
C3 2.41 1.27 -1.71
N1 0.49 0.80 -0.10
C4 0.98 1.74 0.96
C5 0.09 1.66 2.21
C6 -1.28 2.28 1.95
O1 -1.15 3.69 1.71
H1 0.15 -1.29 -1.55
H2 0.27 -0.02 -2.74
H3 1.54 -1.19 -2.62
H4 2.21 -0.42 -0.35
H5 2.07 1.61 -2.69
H6 3.45 0.93 -1.73
H7 2.35 2.21 -1.15
H8 -0.26 1.20 -0.66
H9 1.22 2.71 0.55
H10 1.99 1.37 1.20
H11 -0.08 0.60 2.39
H12 0.55 2.16 3.04
H13 -2.04 2.17 2.72
H14 -1.79 1.86 1.07
H15 -0.73 3.79 0.86
O2 -1.59 -2.14 3.22
H16 -0.97 -2.70 3.69
H17 -2.42 -2.59 3.08
O3 0.95 -3.92 0.86
H18 0.38 -3.16 1.05
H19 0.54 -4.14 0.00
O4 -2.13 2.36 -3.94
H20 -2.49 1.72 -3.30
H21 -1.57 3.09 -3.63
O5 -0.63 -1.49 0.79
H22 -0.84 -1.45 1.74
H23 -0.43 -0.55 0.51
O6 -2.23 0.96 -1.23
H24 -3.13 0.74 -0.96
H25 -2.06 0.05 -1.52
O7 -2.34 -2.36 -1.02
H26 -1.83 -3.14 -1.27
H27 -1.73 -1.87 -0.41
O8 3.19 -2.55 0.28
H28 2.50 -2.76 0.93
H29 4.00 -2.78 0.72

---

| no. | molar mass (g/mol) |
| --- | --- |
| 1 | 150.53 |
| 2 | 1706.06 |
| 3 | 298.33 |
| 4 | 134.23 |
| 5 | 614.77 |
| 6 | 243.30 |